No. 1
The following is a quantum chemistry calculation of a structure of composition C17H40IrNOP3 at a distorted geometry, from the Open Molecules 2025 dataset.

Computed properties:
DFT total energy ... -52472.315 eV
Relative energy (zero: lowest compared OMol25 entry of this formula, charge and spin) ... 171.65 kJ/mol
HOMO energy (spin up / spin down) ... -19.42 / -21.67 eV

Structure (ORCA input):
```
! RIJCOSX wB97M-V def2-TZVPD def2/J DEFGRID3
* xyz 4 6
Ir -0.4954 -0.5061 -0.0010
P -0.5672 -0.0005 2.2927
P -2.9208 -0.8555 -0.3249
P -0.5942 1.5860 -0.6848
H 1.7270 -4.1291 -0.4818
C 2.3059 -3.2052 -0.2957
C 2.7005 -2.7508 0.9240
H 2.3047 -3.1424 1.9185
C -0.3004 -1.2928 3.5834
C -2.0926 0.7710 3.0289
C 0.7853 1.1816 2.7091
C -2.9100 -1.7400 -1.9389
C -3.7014 -1.9738 0.9231
C -4.0576 0.5951 -0.5350
C 0.9444 2.5570 -0.8684
C -1.5910 2.9091 0.0503
C -1.2409 1.4201 -2.3887
H 2.9201 -3.0209 -1.1850
H 3.6108 -2.2649 1.1703
H 0.5328 -1.9712 3.3362
H -1.2260 -1.8745 3.7049
H -0.0761 -0.8101 4.5524
H -2.8682 -0.0086 3.1213
H -2.4718 1.5955 2.4056
H -1.8878 1.1622 4.0495
H 1.7347 0.6934 2.4227
H 0.7883 1.3699 3.8013
H 0.6671 2.1357 2.1655
H -3.6253 -1.2604 -2.6335
H -3.1843 -2.7973 -1.8022
H -1.8686 -1.6455 -2.3200
H -4.7323 -1.6384 1.1695
H -3.0675 -1.9386 1.8375
H -3.7463 -3.0176 0.5565
H -4.1614 0.9246 -1.5860
H -3.6193 1.4221 0.0442
H -5.0724 0.3599 -0.1557
H 0.8266 3.6177 -1.2066
H 1.5270 2.0165 -1.6117
H 1.5125 2.5831 0.0679
H -1.0050 3.8322 -0.0683
H -1.7443 2.7286 1.1202
H -2.5371 3.0444 -0.4846
H -0.9794 2.3248 -2.9560
H -2.3314 1.2602 -2.4362
H -0.7414 0.5530 -2.8373
C 3.4548 0.2167 -0.9154
C 3.3188 -0.3765 -2.2153
C 3.6559 0.3637 -3.3762
C 4.3141 1.5825 -3.2231
C 4.5432 2.0631 -1.9462
C 4.2368 1.3614 -0.7856
O 2.7347 -0.3162 0.0687
H 1.6280 -0.3579 0.0058
H 2.7764 -1.3427 -2.1527
H 3.3919 -0.0549 -4.3317
H 4.4928 2.2942 -4.0349
H 4.8614 3.0939 -1.8385
H 4.3441 1.7997 0.1834
N -0.3603 -2.5126 0.4914
H 0.5990 -2.7059 0.8453
H -0.4805 -3.2214 -0.2160
H -0.9814 -2.6868 1.2877
*
```



No. 2
The following is a quantum chemistry calculation of a cluster of 13 separate species, C17H40N12O29S in total, from the Open Molecules 2025 dataset.

Computed properties:
DFT total energy ... -106337.327 eV
HOMO energy ... -10.87 eV

Structure (ORCA input):
```
! RIJCOSX wB97M-V def2-TZVPD def2/J DEFGRID3
* xyz 0 1
C 0.3759 -2.4256 0.9699
S 1.1853 -2.6771 -0.5816
O 0.8503 -3.9631 -1.1143
O 0.9918 -1.4958 -1.3872
C 2.9126 -2.6147 -0.1622
C 3.4771 -2.8121 1.0247
C 4.8668 -2.2656 0.9475
O 5.6085 -1.9666 1.8268
O 5.1149 -1.9234 -0.3640
C 4.0011 -2.2673 -1.1331
O 4.0476 -2.3997 -2.3032
H -0.4846 -1.7981 0.7314
H 0.0834 -3.3885 1.3855
H 1.0177 -1.8725 1.6545
H 3.0689 -3.1633 1.9605
C 1.4491 2.1247 -0.0484
N 0.3495 1.1715 0.2368
O -0.4094 0.9236 -0.6787
O 0.2661 0.6976 1.3527
H 1.3732 2.3988 -1.0914
H 1.3191 2.9822 0.6055
H 2.3928 1.6271 0.1570
C -1.5256 5.9031 -0.8873
N -0.2127 5.2042 -0.8124
O 0.3594 5.1730 0.2582
O 0.2000 4.6965 -1.8363
H -1.7554 6.2959 0.0952
H -1.4264 6.6904 -1.6288
H -2.2596 5.1723 -1.2159
C 7.5216 0.3724 -0.0426
N 8.0850 1.5759 -0.7141
O 9.1215 1.4519 -1.3309
O 7.4599 2.6093 -0.5917
H 8.1807 -0.4657 -0.2333
H 7.4528 0.6002 1.0169
H 6.5324 0.2039 -0.4549
C 0.6592 2.5144 -4.3566
N 2.1246 2.3442 -4.1455
O 2.4878 1.8827 -3.0808
O 2.8557 2.6745 -5.0510
H 0.1487 2.1778 -3.4615
H 0.4854 3.5692 -4.5478
H 0.3874 1.9209 -5.2248
C -1.9117 -0.4942 -2.8163
N -2.6193 0.0200 -4.0168
O -1.9694 0.2869 -5.0041
O -3.8215 0.1907 -3.9172
H -0.8500 -0.5461 -3.0261
H -2.1146 0.2064 -2.0138
H -2.3174 -1.4743 -2.5801
C 5.1475 -2.3318 5.3430
N 3.6712 -2.4408 5.1845
O 3.2358 -2.8736 4.1355
O 2.9884 -2.0697 6.1141
H 5.6110 -2.6755 4.4260
H 5.3614 -1.2841 5.5431
H 5.4193 -2.9368 6.2033
C -5.4122 1.9738 -5.7464
N -6.1269 2.6336 -6.8726
O -6.6861 1.9363 -7.6891
O -6.1026 3.8505 -6.8944
H -5.5031 0.9008 -5.8470
H -4.3743 2.2879 -5.7960
H -5.8618 2.3391 -4.8276
C -1.0642 -7.1399 3.0883
N -0.7319 -5.8952 2.3444
O 0.3277 -5.8411 1.7574
O -1.5536 -4.9989 2.3765
H -0.2444 -7.8376 2.9722
H -1.2098 -6.8629 4.1269
H -1.9897 -7.5273 2.6738
C -3.4444 -8.1521 6.7952
N -2.1549 -8.8376 6.5017
O -1.4725 -9.1911 7.4349
O -1.8760 -8.9993 5.3277
H -3.5531 -8.0833 7.8706
H -3.4027 -7.1726 6.3276
H -4.2325 -8.7465 6.3427
C -5.3694 1.0148 -1.0999
N -5.1196 2.4807 -1.1858
O -5.1691 3.1299 -0.1635
O -4.8670 2.9304 -2.2867
H -5.5799 0.7655 -0.0671
H -6.2066 0.7875 -1.7532
H -4.4766 0.5239 -1.4730
C 2.5760 1.0667 7.3588
N 3.9905 0.6101 7.3364
O 4.4498 0.1172 8.3415
O 4.5941 0.7509 6.2885
H 2.1728 0.8636 8.3433
H 2.5769 2.1281 7.1283
H 2.0558 0.5104 6.5845
C -5.2110 6.8803 -6.4497
N -4.9076 8.3353 -6.3666
O -4.9325 8.8596 -5.2716
O -4.6507 8.9031 -7.4074
H -5.4181 6.5195 -5.4501
H -6.0660 6.7570 -7.1070
H -4.3438 6.3928 -6.8842
*
```



No. 3
The following is a quantum chemistry calculation of a cluster of 3 separate species, C17H40N3O6Si in total at a distorted geometry, from the Open Molecules 2025 dataset.

Computed properties:
DFT total energy ... -42902.563 eV
HOMO energy ... -11.25 eV

Structure (ORCA input):
```
! RIJCOSX wB97M-V def2-TZVPD def2/J DEFGRID3
* xyz 1 1
C 1.4523 -0.2019 3.2293
Si 1.4679 0.5148 1.5198
C 2.4368 -0.5395 0.3342
C 2.0870 2.2603 1.5302
N -0.3094 0.5598 1.0119
C -1.1196 1.6655 1.0931
N -2.3207 1.4223 0.6916
N -2.2891 0.1231 0.3484
C -1.0947 -0.4000 0.5323
H 2.4326 -0.1230 3.6919
H 1.1390 -1.2464 3.1953
H 0.7149 0.3221 3.8401
H 3.2817 0.0459 -0.0269
H 2.8365 -1.3957 0.8769
H 1.8971 -0.8990 -0.5398
H 2.1205 2.6899 0.5283
H 1.5136 2.9114 2.1882
H 3.1100 2.2007 1.9057
H -0.7908 2.6284 1.4491
H -3.1094 -0.3539 0.0058
H -0.7941 -1.4199 0.3465
C -1.5032 3.7358 -1.9674
O -0.6036 4.7961 -2.1459
C 0.2564 4.9659 -1.0356
C 1.6247 5.4611 -1.4335
O 2.4482 4.4643 -2.0086
C 2.1895 4.0801 -3.3509
C 2.6456 5.0821 -4.3829
O 1.7903 6.2074 -4.4074
C 2.4469 7.4074 -4.7586
H -2.2224 3.9513 -1.1664
H -2.0440 3.5807 -2.8984
H -0.9623 2.8087 -1.7225
H 0.3796 4.0085 -0.5069
H -0.1941 5.6877 -0.3397
H 2.1397 5.7477 -0.5133
H 1.5485 6.3466 -2.0666
H 1.1363 3.8291 -3.4997
H 2.7789 3.1725 -3.4987
H 2.6345 4.5921 -5.3660
H 3.6759 5.3826 -4.1623
H 3.3145 7.5879 -4.1148
H 1.7344 8.2178 -4.6235
H 2.7756 7.3958 -5.8030
C -1.4593 -4.0744 4.4505
O -2.1461 -4.6672 3.3725
C -2.4764 -3.7706 2.3415
C -2.5145 -4.4350 0.9863
O -1.2358 -4.6806 0.4337
C -0.4896 -5.7758 0.9540
C -0.9736 -7.1271 0.4904
O -2.1860 -7.4740 1.1285
C -3.0289 -8.2850 0.3369
H -2.1032 -3.3888 5.0132
H -1.1376 -4.8758 5.1106
H -0.5727 -3.5288 4.1026
H -1.7367 -2.9540 2.2975
H -3.4646 -3.3327 2.5490
H -2.9771 -3.7232 0.2938
H -3.1379 -5.3300 1.0058
H -0.4371 -5.7376 2.0441
H 0.5192 -5.6383 0.5599
H -0.2024 -7.8691 0.7368
H -1.0989 -7.1132 -0.5983
H -3.2170 -7.8268 -0.6404
H -3.9733 -8.3843 0.8668
H -2.6022 -9.2818 0.1853
*
```



No. 4
The following is a quantum chemistry calculation of a structure of composition C17H40NP3PtS at a distorted geometry, from the Open Molecules 2025 dataset.

Computed properties:
DFT total energy ... -61670.166 eV
HOMO energy (spin up / spin down) ... -19.50 / -20.27 eV

Structure (ORCA input):
```
! RIJCOSX wB97M-V def2-TZVPD def2/J DEFGRID3
* xyz 4 5
Pt -0.4190 0.4786 0.4068
P 1.4556 0.8669 2.1858
P -2.0783 1.6991 1.3466
P 0.7077 1.4711 -1.2988
H 0.7417 -3.9985 1.1039
C 1.6843 -3.7282 0.5074
C 2.3737 -2.6295 0.8636
H 2.1633 -2.1407 1.8506
C 1.5171 -0.0466 3.7800
C 1.4554 2.5740 2.8987
C 3.2461 0.8339 1.7682
C -3.6527 1.0738 0.8175
C -1.9519 1.6387 3.1402
C -1.8404 3.3724 0.7426
C 2.0554 0.5428 -2.0902
C 1.4085 3.0337 -0.6565
C -0.4853 1.8331 -2.5651
H 1.8949 -4.3256 -0.3654
H 2.8477 -1.8613 0.1864
H 1.6173 -1.1384 3.6768
H 0.6464 0.2043 4.4024
H 2.4038 0.3228 4.3192
H 0.5307 2.7891 3.4454
H 1.6174 3.3119 2.1067
H 2.3183 2.6323 3.5808
H 3.5190 -0.1381 1.3522
H 3.8151 0.9919 2.6969
H 3.5032 1.6323 1.0653
H -4.3441 1.9194 0.8189
H -3.9817 0.2838 1.4948
H -3.5768 0.6173 -0.1736
H -2.2904 2.6050 3.5158
H -0.9382 1.4300 3.5244
H -2.6230 0.8533 3.5091
H -2.6713 3.9526 1.1548
H -1.8646 3.3867 -0.3547
H -0.8739 3.7924 1.0372
H 1.9222 0.6329 -3.1845
H 1.9461 -0.5302 -1.8050
H 3.0580 0.9431 -1.8032
H 1.7184 3.6397 -1.5120
H 2.2891 2.8668 -0.0094
H 0.6392 3.6003 -0.1059
H -0.2983 1.1456 -3.4092
H -0.3798 2.9096 -2.8969
H -1.4949 1.6532 -2.1176
C -1.1115 -2.7760 -2.6487
C -2.1407 -2.5194 -3.5755
C -2.0774 -3.1283 -4.8384
C -1.0710 -4.0629 -5.1306
C -0.0621 -4.3590 -4.1937
C -0.1222 -3.7326 -2.9452
S -0.6867 -1.7976 -1.1920
H -1.7929 -0.9712 -0.6821
H -2.9343 -1.8322 -3.2548
H -2.8404 -2.8717 -5.5882
H -1.0667 -4.5709 -6.0920
H 0.7395 -5.0827 -4.3957
H 0.6490 -3.9040 -2.1799
N -1.1212 -1.1481 1.7530
H -0.6010 -2.0319 1.6807
H -2.1082 -1.3660 1.6053
H -0.9836 -0.8430 2.7272
*
```



No. 5
The following is a quantum chemistry calculation of a cluster of 6 separate species, C17H41O13PS5 in total at a distorted geometry, from the Open Molecules 2025 dataset.

Computed properties:
DFT total energy ... -108368.162 eV
HOMO energy ... -8.51 eV

Structure (ORCA input):
```
! RIJCOSX wB97M-V def2-TZVPD def2/J DEFGRID3
* xyz 0 1
O -1.9278 -0.1616 5.4861
C -2.5275 0.9488 4.9771
O -3.0799 1.8902 5.9769
C -2.5897 1.2654 3.3410
C -1.0449 1.4998 2.8448
C -0.6101 0.6634 1.5029
C -1.1294 1.3488 0.0826
P -2.4224 0.3713 -0.9417
O -3.2798 1.3323 -1.9106
O -3.5494 -0.5212 0.0998
O -1.6750 -0.8728 -1.9628
C 0.1713 1.3535 -0.9685
O 0.6915 2.7576 -1.0046
C -0.2606 3.5344 -0.1914
O 0.1106 4.7660 0.1678
O -1.5104 2.7722 0.0828
H -3.8560 1.4961 6.4733
H -3.1466 2.3045 3.2264
H -3.1465 0.3685 2.8351
H -0.8291 2.6523 2.6975
H -0.3468 1.1456 3.7315
H -0.9849 -0.4616 1.4974
H 0.5775 0.6689 1.4322
H -4.3047 -0.7384 -0.5458
H -1.6628 -0.4264 -2.8726
H -0.0962 1.2021 -2.1220
H 0.9594 0.4922 -0.7479
C 2.9895 4.5913 4.5221
S 1.8728 3.8394 3.3145
O 0.7146 3.2598 4.0709
C 2.9711 2.4716 2.8699
H 2.4903 5.4570 4.9644
H 3.2306 3.8721 5.3086
H 3.9031 4.9194 4.0207
H 3.2128 1.8825 3.7575
H 3.8852 2.8683 2.4217
H 2.4587 1.8372 2.1429
C 1.8255 -4.7916 -3.6748
S 0.7221 -3.3600 -3.7346
O 1.4725 -2.1884 -3.1743
C -0.4120 -3.9437 -2.4509
H 2.6445 -4.6282 -4.3797
H 2.2332 -4.9091 -2.6678
H 1.2751 -5.6900 -3.9639
H 0.1329 -4.1127 -1.5193
H -0.8902 -4.8695 -2.7797
H -1.1764 -3.1801 -2.2897
C -7.1466 5.0365 -3.3801
S -6.9369 3.2772 -3.7427
O -7.5707 2.5071 -2.6227
C -5.1466 3.2440 -3.4806
H -8.2098 5.2803 -3.4471
H -6.7881 5.2569 -2.3717
H -6.5940 5.6295 -4.1127
H -4.9111 3.5739 -2.4663
H -4.6587 3.8948 -4.2103
H -4.7945 2.2191 -3.6189
C 4.3012 -5.0355 -8.1329
S 3.6251 -6.4500 -7.2314
O 3.4594 -6.0350 -5.7996
C 5.1178 -7.4680 -7.3332
H 3.5439 -4.2481 -8.1617
H 5.1939 -4.6601 -7.6267
H 4.5473 -5.3362 -9.1540
H 5.9598 -6.9436 -6.8759
H 5.3373 -7.6903 -8.3803
H 4.9381 -8.4021 -6.7960
C 0.9367 -0.5538 6.8493
S 2.2397 0.5140 6.1914
O 2.6285 -0.0248 4.8468
C 3.5137 0.0035 7.3709
H 0.0419 -0.4284 6.2346
H 1.2552 -1.5985 6.8152
H 0.7108 -0.2638 7.8781
H 3.6741 -1.0749 7.3045
H 3.2044 0.2758 8.3829
H 4.4425 0.5235 7.1253
*
```



No. 6
The following is a quantum chemistry calculation of a structure of composition C17H41O15V2 at a distorted geometry, from the Open Molecules 2025 dataset.

Computed properties:
DFT total energy ... -100382.411 eV
HOMO energy ... -5.21 eV

Structure (ORCA input):
```
! RIJCOSX wB97M-V def2-TZVPD def2/J DEFGRID3
* xyz -1 1
O -0.5075 0.1355 -0.2248
V -1.4414 0.9013 0.8369
O -0.4172 1.7608 1.7829
O -2.6738 4.7415 1.1955
V -2.9982 4.1710 2.6497
O -1.6228 3.8614 3.3813
C -4.1013 1.3973 1.1384
O -3.3271 1.9138 1.9550
O -5.2668 1.4623 1.5167
O -3.5798 0.8005 0.2339
O -1.2217 -1.4062 4.5350
C -1.9932 -0.8971 3.5570
O -1.5428 -0.8505 2.4113
O -3.1056 -0.3815 3.8462
H -0.4994 -1.7180 3.9848
C -4.0191 1.2819 -4.6233
C -3.7565 0.5716 -3.2897
C -2.4531 -0.2189 -3.2446
O -3.6167 1.6415 -2.3495
H -3.1705 1.9428 -4.7999
H -4.9115 1.9067 -4.5870
H -4.1154 0.7125 -5.5478
H -4.5453 -0.0830 -2.9190
H -2.3515 -1.0044 -3.9935
H -2.2486 -0.6496 -2.2643
H -1.5667 0.3960 -3.4005
H -3.6717 1.2687 -1.4665
C 4.4210 -0.7853 4.0585
C 3.7019 -0.5597 2.7832
C 2.1820 -0.3165 3.0397
O 4.2036 0.5220 2.0447
H 4.0545 -1.7150 4.4937
H 4.2300 0.0950 4.6723
H 5.4887 -0.9552 3.9200
H 3.7942 -1.4112 2.1089
H 1.8846 0.4950 3.7038
H 1.7695 -1.2646 3.3850
H 1.7500 -0.1460 2.0536
H 4.1457 1.2994 2.6050
C 0.3104 4.1025 -0.2690
C -0.6760 3.6671 -1.3860
C 0.0948 3.1596 -2.6001
O -1.4537 2.5793 -0.8612
H 1.1217 3.4004 -0.0767
H -0.1595 4.1436 0.7136
H 0.7089 5.0813 -0.5361
H -1.3025 4.5196 -1.6482
H 0.7380 3.9078 -3.0632
H -0.5740 2.9641 -3.4382
H 0.6828 2.2814 -2.3331
H -2.1833 2.4150 -1.4631
C 3.2975 0.7102 -1.9612
C 3.2839 -0.7564 -1.4275
C 2.1494 -1.6541 -2.0311
O 4.4466 -1.4639 -1.7022
H 2.5962 1.3103 -1.3814
H 3.0889 0.7826 -3.0286
H 4.2782 1.1521 -1.7850
H 3.1995 -0.6733 -0.3439
H 2.3196 -2.6673 -1.6670
H 2.1409 -1.7048 -3.1199
H 1.1359 -1.3692 -1.7486
H 5.0641 -1.1645 -1.0309
C 0.2288 -3.1373 0.7418
C -0.2690 -4.5359 1.2624
C -0.7479 -5.4965 0.1428
O 0.7413 -5.1894 2.0185
H 0.4234 -2.4951 1.6008
H -0.4860 -2.6138 0.1069
H 1.1605 -3.2596 0.1894
H -1.0625 -4.3223 1.9785
H 0.0918 -5.7108 -0.5184
H -1.5718 -5.0710 -0.4301
H -1.1832 -6.4312 0.4962
H 1.4659 -5.3758 1.4170
*
```